No. 1
79
Properties=species:S:1:pos:R:3:forces:R:3:lowdin_charge:R:1 method="wB97M-V/def2-TZVPD" homo_ha=-0.2843 total_energy_ha=-1391.865277 orbital_gap_ev=6.8 charge=0 lumo_energy_ev=-1.0 molar_mass_g_mol=454.70
C -5.411504 -5.206444 -1.995699 -0.282 1.332 -1.349 -0.16
C -4.359671 -4.001698 -2.485407 -0.166 -1.737 1.122 -0.26
C -2.968872 -4.749574 -2.924792 -0.149 -0.612 -0.357 -0.24
C -2.330686 -4.254732 -4.351267 1.443 -0.072 0.130 -0.22
C -2.619036 -2.685481 -4.735200 -1.196 -0.749 -1.027 -0.23
C -1.508619 -2.000449 -5.728999 -0.055 0.477 0.830 -0.21
C -1.092519 -0.548969 -5.009521 0.009 -0.992 -0.975 -0.20
C 0.124042 -0.903422 -3.968203 -0.212 0.465 1.277 -0.16
C -0.115814 -0.276509 -2.436242 0.369 0.974 0.602 -0.14
C -1.095234 -1.129328 -1.456288 1.393 3.355 2.362 -0.01
N -1.361931 -0.705118 -0.040184 3.368 2.170 -4.569 0.06
C -0.637087 0.550927 0.352100 0.362 0.367 -0.354 -0.10
C -0.818484 1.082304 1.906170 1.638 2.351 -0.150 -0.03
C -1.762157 0.141560 2.916579 0.717 -0.301 -1.489 -0.16
C -0.978236 -1.315796 3.149474 0.097 -0.119 0.933 -0.23
C -0.584091 -1.564023 4.741539 0.752 -0.687 -0.596 -0.26
C 0.504253 -2.829150 4.772901 -0.634 -0.768 0.143 -0.16
C -0.068065 2.456798 2.448326 0.010 -1.862 -3.006 -0.10
C -0.175352 3.015629 4.008212 0.750 -0.743 -0.347 -0.16
C -0.953099 4.453447 4.146211 -0.257 1.074 -0.054 -0.11
C -1.790687 4.910085 2.810627 -4.280 -2.520 -1.045 -0.30
O -2.894048 4.244852 2.459521 7.234 4.628 1.773 -0.01
O -1.283968 6.063770 2.050559 -0.954 -1.933 2.437 -0.01
C 0.873161 3.310638 1.412351 -1.764 -3.927 -2.407 0.01
C 1.026894 2.754082 -0.122248 -0.740 0.468 2.465 -0.08
C 2.000908 3.646343 -1.137309 -0.229 -1.282 0.374 -0.18
C 3.384974 2.788493 -1.444538 0.372 -0.139 0.391 -0.22
C 4.487418 2.913529 -0.199032 0.026 -0.858 -1.081 -0.21
C 4.310349 1.631605 0.817813 -0.023 0.181 0.727 -0.22
C 5.143876 1.791298 2.243950 -0.126 -0.503 0.155 -0.26
C 6.597752 1.031516 2.205579 -0.211 0.339 -0.167 -0.16
C 0.293764 1.367637 -0.703483 0.445 1.252 1.512 -0.09
N 0.600884 1.008825 -2.130531 -4.593 -4.697 4.159 0.10
H -5.599426 -5.852459 -2.974623 0.428 0.995 2.314 0.08
H -5.005419 -5.827689 -1.091065 -0.886 1.200 -1.846 0.08
H -6.432309 -4.652796 -1.777109 1.998 -1.421 -0.041 0.08
H -4.137750 -3.360753 -1.531411 -0.592 -0.737 -2.088 0.10
H -4.917574 -3.436673 -3.344688 1.414 -0.854 1.710 0.11
H -3.231276 -5.901149 -3.045095 0.656 2.362 0.274 0.10
H -2.150427 -4.700197 -2.057349 -1.849 0.104 -1.884 0.12
H -2.603135 -5.015140 -5.230388 0.357 1.892 1.881 0.12
H -1.146475 -4.352012 -4.235225 -2.426 0.134 -0.299 0.10
H -2.784582 -2.048671 -3.766460 0.494 -1.233 -1.827 0.09
H -3.655247 -2.662981 -5.327220 2.093 0.072 1.434 0.12
H -1.893260 -1.824824 -6.824017 0.513 -0.383 2.245 0.11
H -0.566142 -2.700672 -5.806314 -1.742 1.471 0.154 0.10
H -2.052877 -0.085137 -4.477889 2.249 -0.993 -1.147 0.12
H -0.747182 0.147534 -5.884104 -0.501 -1.011 1.973 0.11
H 1.163752 -0.540851 -4.367955 -2.083 -0.569 0.847 0.12
H 0.174340 -2.066826 -3.854325 -0.100 2.189 -0.086 0.10
H -1.617575 -2.113835 -1.848167 1.227 2.294 0.982 0.10
H -2.764531 -0.065821 2.320300 2.072 0.577 1.403 0.11
H -1.983138 0.664764 3.945160 0.488 -0.936 -2.235 0.10
H -1.661253 -2.242150 2.849573 1.447 2.133 0.400 0.12
H 0.030532 -1.360340 2.524493 -2.308 0.189 1.242 0.11
H -0.020817 -0.652108 5.228366 -1.364 -1.560 -1.099 0.10
H -1.563436 -1.825302 5.357145 2.171 0.629 -1.211 0.11
H -0.050545 -3.868029 4.958942 1.113 2.277 -0.398 0.08
H 1.047032 -2.947721 3.734090 -0.992 0.442 2.136 0.07
H 1.296499 -2.724299 5.628213 -1.502 -0.080 -1.680 0.07
H 0.936292 3.199829 4.401812 -2.390 -0.458 -1.010 0.12
H -0.619418 2.184176 4.739467 0.757 1.954 -1.864 0.11
H -1.713836 4.454663 5.055558 1.528 -0.126 -2.081 0.14
H -0.171044 5.305752 4.367204 -1.442 -1.734 -0.415 0.11
H -0.766987 6.691486 2.639258 -0.800 -1.471 -0.731 0.12
H 1.446561 4.286900 1.780358 -1.382 -2.378 -1.041 0.11
H 1.457225 3.794931 -2.164155 0.870 -0.135 2.113 0.11
H 2.226881 4.683235 -0.600617 -0.473 -2.274 -1.289 0.11
H 3.110792 1.641169 -1.565972 0.473 2.469 0.234 0.10
H 3.902681 3.108898 -2.466505 -1.269 -0.407 2.215 0.11
H 5.553586 2.832092 -0.723655 -2.128 0.216 1.357 0.11
H 4.427803 3.961820 0.317790 -0.028 -2.041 -0.812 0.10
H 4.718891 0.689849 0.250251 -0.848 1.723 1.107 0.11
H 3.175621 1.413250 1.115015 2.398 0.730 -0.973 0.10
H 4.526059 1.281421 3.128179 1.155 1.272 -2.010 0.10
H 5.302343 2.934692 2.516365 -0.448 -2.402 -0.593 0.10
H 6.694054 0.310165 3.138774 0.108 1.685 -1.960 0.08
H 7.425873 1.861194 2.161496 -1.338 -1.894 0.326 0.07
H 6.699727 0.387964 1.233532 -0.223 1.156 1.849 0.07



No. 2
12
Properties=species:S:1:pos:R:3:forces:R:3:lowdin_charge:R:1 method="wB97M-V/def2-TZVPD" homo_ha=-0.3234 total_energy_ha=-410.838656 relative_energy_kcal_mol=103.3 orbital_gap_ev=8.8 charge=0 lumo_energy_ev=0.0 molar_mass_g_mol=112.09
H 2.630571 -1.481716 -0.098684 1.336 0.827 0.822 0.07
N 2.678765 -0.429062 0.029492 -0.870 -3.459 -0.690 0.11
C 1.416731 -0.232966 0.027167 3.607 3.671 -1.592 -0.50
C 0.283827 -0.973931 0.083874 -7.370 1.161 -0.759 0.03
C -0.914907 -0.170631 0.008863 0.486 -2.628 0.371 -0.30
O -2.164739 -0.768256 -0.042659 0.079 3.569 -0.518 0.04
N -1.009162 1.196351 -0.032471 3.776 -2.387 -0.022 0.06
N 0.255898 1.844063 0.091389 -0.665 1.838 -1.801 0.02
N 1.279308 1.235519 -0.186297 -0.674 -0.239 2.412 0.07
H -0.038489 -1.999189 -0.084531 1.147 -0.167 0.353 0.12
H -2.701737 0.107100 -0.228276 0.481 -3.175 0.341 0.16
H -1.716063 1.672719 0.432136 -1.333 0.990 1.082 0.11



No. 3
9
Properties=species:S:1:pos:R:3:forces:R:3:lowdin_charge:R:1 method="wB97M-V/def2-TZVPD" homo_ha=-0.3218 total_energy_ha=-1791.224239 relative_energy_kcal_mol=27.4 orbital_gap_ev=6.8 charge=0 lumo_energy_ev=-2.0 molar_mass_g_mol=159.20
Si 1.134176 0.841666 -1.082450 0.121 -1.190 0.456 0.52
Si 1.475332 0.230736 1.159176 -1.122 -0.796 -0.346 -0.01
Cl 2.124896 -1.770031 0.366833 -0.048 0.787 0.088 -0.11
Si -1.117419 -0.354917 0.848172 0.210 -0.302 -0.016 -0.04
Cl -2.061848 1.458007 1.144815 0.026 0.599 0.597 0.10
H -0.107083 1.275642 -1.737860 -0.045 0.434 -0.224 -0.13
H 2.107323 0.347993 -2.123157 -0.387 0.221 0.165 -0.12
H -1.650806 -1.438961 1.811705 0.654 0.827 -0.426 -0.08
H -1.904571 -0.590135 -0.387235 0.592 -0.579 -0.294 -0.12